Entry from the OMol25 dataset: C46H40BaN6O3PS4 as an isolated structure (wB97M-V/def2-TZVPD).

Calculated values
**ΔE to the lowest compared entry with this formula, charge and spin**: 1.447 eV
**Frontier orbital gap (alpha / beta)**: 4.438 / 4.453 eV

Geometry as ORCA input:
```
! wB97M-V def2-TZVPD RIJCOSX def2/J DEFGRID3
* xyz -1 1
Ba -0.52 0.38 -0.28
S -1.95 0.35 2.71
S -3.41 -0.94 2.36
S -4.92 0.01 1.31
S -4.02 0.56 -0.39
C 1.31 -3.98 0.93
C -0.05 -3.73 1.64
C -0.05 -2.65 2.73
C -1.23 -3.60 0.46
C -1.63 -5.02 -0.07
O -1.28 -5.03 -1.51
C -0.92 -3.70 -1.83
N -0.80 -2.85 -0.82
C -0.60 -3.61 -3.23
C -0.12 -4.76 -3.92
C 0.33 -4.67 -5.27
C 0.21 -3.44 -5.90
C -0.50 -2.38 -5.29
C -0.85 -2.41 -3.94
P -1.70 -0.96 -3.21
C -3.29 -1.06 -4.14
C -4.40 -1.43 -3.36
C -5.62 -1.61 -3.99
C -5.85 -1.32 -5.31
C -4.76 -0.83 -6.05
C -3.49 -0.73 -5.48
C -0.80 0.32 -4.00
C -1.45 1.44 -4.50
C -0.70 2.45 -5.07
C 0.62 2.16 -5.47
C 1.36 1.13 -4.90
C 0.65 0.27 -4.05
H 2.15 -3.41 1.42
H 1.23 -3.64 -0.09
H 1.71 -5.04 0.93
H -0.36 -4.67 2.11
H 0.42 -1.70 2.24
H 0.63 -2.97 3.56
H -1.06 -2.41 3.09
H -2.02 -2.98 0.91
H -2.70 -5.25 0.11
H -0.98 -5.75 0.42
H -0.22 -5.71 -3.40
H 0.89 -5.53 -5.72
H 0.69 -3.23 -6.81
H -0.46 -1.37 -5.72
H -4.29 -1.43 -2.30
H -6.46 -1.82 -3.35
H -6.85 -1.57 -5.64
H -4.95 -0.38 -7.06
H -2.69 -0.33 -6.08
H -2.53 1.47 -4.47
H -1.12 3.36 -5.37
H 1.08 2.83 -6.17
H 2.45 1.14 -5.03
H 1.08 -0.58 -3.52
C 2.03 -1.04 9.20
O 3.35 -0.46 9.33
C 3.83 0.40 8.39
C 3.33 1.75 8.39
C 3.47 2.48 7.23
C 4.17 1.92 6.10
C 4.96 0.81 6.34
C 4.72 -0.04 7.39
N 4.18 2.48 4.88
N 4.87 2.05 3.86
C 4.33 2.05 2.65
C 4.86 1.13 1.67
C 4.03 0.47 0.82
C 2.70 0.94 0.61
O 1.93 0.24 -0.12
C 2.18 2.07 1.38
N 0.80 2.35 1.34
C 0.44 3.51 1.93
C 1.28 4.29 2.67
C 2.54 3.81 2.98
C 3.00 2.63 2.37
H 2.14 -2.15 9.02
H 1.36 -0.60 8.44
H 1.50 -1.00 10.18
H 2.71 2.15 9.18
H 3.03 3.47 7.12
H 5.75 0.63 5.65
H 5.29 -0.98 7.51
H 5.94 1.06 1.76
H 4.37 -0.39 0.19
H -0.60 3.81 1.93
H 0.94 5.27 3.03
H 3.26 4.28 3.72
N -5.65 5.34 -1.28
C -4.55 4.96 -1.39
C -3.26 4.51 -1.66
C -2.41 5.28 -2.38
C -1.05 4.96 -2.46
C -0.65 3.75 -1.91
N -1.50 2.97 -1.20
C -2.72 3.42 -0.97
H -2.80 6.14 -2.93
H -0.34 5.62 -2.90
H 0.39 3.38 -2.08
H -3.38 2.94 -0.21
*
```


Entry from the OMol25 dataset: C46H40FGeN6O4Sc as an isolated structure (wB97M-V/def2-TZVPD).

Calculated values
**ΔE to the lowest compared entry with this formula, charge and spin**: 6.212 eV
**Frontier orbital gap (alpha / beta)**: 3.810 / 6.311 eV

Geometry as ORCA input:
```
! wB97M-V def2-TZVPD RIJCOSX def2/J DEFGRID3
* xyz 1 2
Sc 12.19 9.52 12.08
C 8.76 8.44 14.42
C 10.78 7.98 15.67
C 11.52 7.87 17.02
C 12.93 7.79 17.00
C 13.55 7.45 15.82
C 12.80 7.44 14.60
N 11.58 7.88 14.51
C 13.39 6.84 13.39
C 14.15 5.72 13.48
C 14.42 4.99 12.31
C 14.13 5.64 11.12
C 13.48 6.86 11.12
N 13.22 7.59 12.23
C 13.17 7.39 9.79
C 12.84 6.58 8.69
C 12.55 7.24 7.50
C 12.73 8.58 7.35
C 13.04 9.37 8.46
C 13.33 10.83 8.30
N 13.20 8.80 9.70
H 8.35 7.43 14.69
H 9.42 8.30 13.54
H 7.97 9.18 14.14
H 11.11 8.39 17.86
H 13.53 8.05 17.88
H 14.58 7.04 15.94
H 14.37 5.38 14.46
H 14.75 3.95 12.34
H 14.38 5.18 10.14
H 12.71 5.50 8.88
H 12.25 6.66 6.64
H 12.60 9.01 6.33
H 12.41 11.44 8.47
H 13.75 11.13 7.34
H 14.05 11.22 9.08
O 11.24 11.05 10.94
C 10.26 10.88 10.10
C 9.42 9.75 9.88
C 8.32 9.89 9.07
C 7.45 8.79 8.87
C 7.74 7.56 9.43
C 8.85 7.40 10.17
C 9.69 8.47 10.52
O 10.55 8.43 11.49
N 6.32 8.98 8.03
O 5.53 8.02 7.80
O 6.12 10.18 7.64
H 10.01 11.70 9.45
H 8.11 10.85 8.57
H 7.02 6.78 9.29
H 8.98 6.56 10.79
F 11.61 10.68 13.78
C 15.92 13.72 11.89
N 15.51 12.30 12.10
C 16.31 11.17 12.33
C 15.51 10.09 12.48
N 14.18 10.55 12.27
C 14.24 11.84 12.04
H 15.19 14.17 11.25
H 16.85 13.60 11.35
H 16.13 14.18 12.87
H 17.37 11.21 12.46
H 15.75 9.08 12.75
H 13.34 12.39 11.76
C 13.39 12.21 18.60
C 13.53 12.58 17.21
C 12.53 12.35 16.26
C 11.47 11.57 16.70
C 11.28 11.18 18.00
C 12.30 11.49 18.95
Ge 10.33 10.82 15.30
C 9.09 12.27 14.73
C 9.11 13.51 15.43
C 7.97 14.30 15.44
C 6.82 13.87 14.80
C 6.85 12.74 14.02
C 7.99 11.95 13.93
C 9.62 8.88 15.59
C 8.74 9.09 16.78
C 8.49 8.30 17.87
C 8.66 6.91 17.91
C 9.53 6.16 17.10
C 10.71 6.66 16.46
H 14.17 12.50 19.30
H 14.47 13.08 16.86
H 12.68 12.73 15.26
H 10.44 10.62 18.32
H 12.18 11.12 19.99
H 9.97 13.87 15.96
H 7.94 15.21 16.10
H 5.94 14.54 14.77
H 5.98 12.50 13.40
H 7.96 11.00 13.32
H 8.07 9.96 16.70
H 8.15 8.80 18.77
H 8.06 6.36 18.64
H 9.25 5.12 17.01
H 11.35 5.95 15.97
*
```


Entry from the OMol25 dataset: C46H41AsCl2KN6O4P as an isolated structure (wB97M-V/def2-TZVPD).

Calculated values
**Frontier orbital gap**: 5.556 eV

Geometry as ORCA input:
```
! wB97M-V def2-TZVPD RIJCOSX def2/J DEFGRID3
* xyz -2 1
K 1.48 0.80 0.61
Cl 3.70 7.30 -2.06
C 3.74 5.66 -1.45
C 2.60 4.88 -1.57
C 2.54 3.57 -1.09
N 1.30 2.86 -1.07
C 0.47 3.07 -2.07
O 0.61 3.68 -3.16
C -0.95 2.50 -1.88
C -1.99 3.18 -2.51
C -3.28 2.70 -2.40
C -3.50 1.53 -1.69
C -2.40 0.91 -1.12
N -1.16 1.38 -1.18
C 3.71 3.01 -0.51
C 4.84 3.82 -0.40
C 4.87 5.12 -0.86
Cl 6.34 6.06 -0.69
N 3.80 1.64 -0.15
C 4.38 1.36 1.00
O 4.66 2.10 1.97
C 4.80 -0.12 1.18
C 5.37 -0.48 2.40
C 5.83 -1.77 2.57
C 5.74 -2.66 1.52
C 5.15 -2.22 0.34
N 4.67 -0.99 0.17
H 1.73 5.30 -2.05
H -1.74 4.06 -3.09
H -4.10 3.23 -2.87
H -4.49 1.10 -1.58
H -2.54 -0.02 -0.58
H 5.72 3.42 0.08
H 5.38 0.27 3.18
H 6.24 -2.08 3.53
H 6.09 -3.68 1.60
H 5.02 -2.90 -0.50
N 1.76 -2.13 0.54
N 2.08 -2.56 1.86
C 2.17 -1.55 2.89
O 2.78 -1.91 3.91
O 1.61 -0.46 2.62
H 1.60 -2.98 0.00
H 2.56 -1.67 0.11
H 2.93 -3.12 1.91
C -0.77 -2.30 -2.01
As 0.64 -0.98 -2.33
C 1.95 -2.21 -3.13
C -0.01 -0.19 -4.04
C -0.82 -1.08 -4.91
C -0.24 -1.90 -5.89
C -1.01 -2.76 -6.65
C -2.38 -2.83 -6.47
C -2.98 -2.01 -5.52
C -2.21 -1.15 -4.75
H -0.81 -3.04 -2.81
H -1.74 -1.80 -1.94
H -0.56 -2.77 -1.04
H 1.50 -2.85 -3.90
H 2.36 -2.84 -2.34
H 2.77 -1.63 -3.55
H 0.91 0.14 -4.54
H -0.57 0.71 -3.78
H 0.83 -1.84 -6.04
H -0.53 -3.38 -7.40
H -2.98 -3.50 -7.07
H -4.05 -2.04 -5.37
H -2.68 -0.52 -4.01
C -1.57 -0.71 6.94
C -0.42 -0.32 6.28
C -0.39 -0.20 4.89
C -1.54 -0.47 4.16
C -2.70 -0.87 4.82
C -2.72 -0.99 6.20
P -1.48 -0.24 2.32
C -2.43 1.33 2.21
C -1.61 2.44 1.96
C -2.15 3.71 1.82
C -3.52 3.89 1.93
C -4.34 2.81 2.23
C -3.79 1.54 2.37
C -2.57 -1.61 1.80
C -3.81 -1.53 1.18
C -4.46 -2.67 0.70
C -3.87 -3.91 0.83
C -2.62 -4.01 1.45
C -1.98 -2.88 1.91
H -1.58 -0.81 8.01
H 0.49 -0.12 6.83
H 0.53 0.05 4.38
H -3.60 -1.10 4.25
H -3.63 -1.31 6.70
H -0.53 2.32 1.91
H -1.50 4.54 1.59
H -3.95 4.88 1.80
H -5.41 2.95 2.35
H -4.44 0.71 2.62
H -4.29 -0.56 1.05
H -5.42 -2.57 0.21
H -4.36 -4.80 0.45
H -2.13 -4.97 1.55
H -0.99 -2.97 2.35
*
```


Entry from the OMol25 dataset: C46H41Cl2EuN9O2 as an isolated structure (wB97M-V/def2-TZVPD).

Calculated values
**ΔE to the lowest compared entry with this formula, charge and spin**: 1.300 eV
**Frontier orbital gap (alpha / beta)**: 4.271 / 2.743 eV

Geometry as ORCA input:
```
! wB97M-V def2-TZVPD RIJCOSX def2/J DEFGRID3
* xyz 0 8
Eu 0.96 0.62 -0.27
C 1.36 -5.33 2.09
C 1.96 -5.08 0.83
C 1.75 -3.90 0.21
C 0.80 -2.99 0.79
N 0.22 -3.21 1.97
C 0.52 -4.37 2.59
N 0.52 -1.80 0.12
C -0.36 -1.71 -0.86
N -0.72 -0.50 -1.35
C -1.80 -0.63 -2.19
N -2.59 0.30 -2.62
C -2.73 1.52 -2.02
C -3.90 2.25 -2.47
C -4.24 3.44 -1.89
C -3.49 3.91 -0.81
C -2.39 3.16 -0.41
N -1.96 2.04 -1.05
C -2.02 -2.07 -2.40
C -2.97 -2.70 -3.19
C -3.13 -4.07 -3.01
C -2.34 -4.77 -2.14
C -1.38 -4.17 -1.31
C -1.21 -2.78 -1.45
H 1.53 -6.26 2.64
H 2.58 -5.83 0.39
H 2.19 -3.58 -0.74
H 0.03 -4.51 3.54
H -4.42 1.81 -3.27
H -4.99 4.10 -2.30
H -3.71 4.88 -0.35
H -1.77 3.50 0.41
H -3.47 -2.18 -3.99
H -3.86 -4.61 -3.64
H -2.41 -5.85 -2.02
H -0.82 -4.77 -0.61
Cl 3.86 -1.59 5.06
C 4.19 -0.31 3.92
Cl 3.07 -0.34 2.45
H 5.18 -0.40 3.46
H 4.04 0.63 4.43
C 1.23 3.32 -1.83
C 1.43 2.96 -3.15
C 2.70 2.70 -3.73
C 2.78 2.07 -4.94
C 1.62 1.66 -5.64
C 0.36 2.10 -5.20
C 0.29 2.76 -4.01
C 1.79 0.62 -6.58
N 1.99 -0.29 -7.28
H 0.24 3.55 -1.51
H 2.07 3.79 -1.26
H 3.63 2.87 -3.22
H 3.71 1.82 -5.37
H -0.49 1.93 -5.82
H -0.67 3.21 -3.75
C -3.29 1.36 5.71
O -2.85 1.18 4.34
C -3.42 0.22 3.58
C -4.81 0.04 3.45
C -5.29 -0.54 2.27
C -4.46 -1.30 1.44
C -3.09 -1.40 1.71
C -2.54 -0.65 2.81
N -1.25 -0.96 3.16
C -0.37 -0.33 4.02
C -0.03 1.03 3.93
C 0.26 1.59 5.19
C 0.36 2.96 5.36
C 0.28 3.77 4.20
C -0.03 3.24 2.97
C -0.10 1.86 2.75
O -0.13 1.33 1.58
H -2.72 2.24 6.08
H -3.05 0.50 6.36
H -4.36 1.59 5.69
H -5.56 0.51 4.07
H -6.36 -0.46 2.07
H -4.85 -1.87 0.62
H -2.49 -2.15 1.20
H -0.88 -1.82 2.72
H 0.15 -0.95 4.75
H 0.38 0.94 6.06
H 0.48 3.42 6.35
H 0.49 4.82 4.27
H -0.09 3.89 2.08
C 4.29 -1.59 -4.37
C 4.06 -0.72 -3.18
C 5.02 -0.01 -2.47
C 4.35 0.68 -1.43
N 3.02 0.36 -1.48
N 2.87 -0.51 -2.53
C 4.92 1.58 -0.44
H 5.37 -1.87 -4.43
H 3.99 -1.01 -5.27
H 3.65 -2.50 -4.30
H 6.06 0.03 -2.72
H 1.96 -0.93 -2.83
H 5.99 1.50 -0.42
H 4.58 1.45 0.57
H 4.71 2.62 -0.77
*
```


no.,strongest force on any atom (Eh/bohr)
1,0.083
2,0.084
3,0.018
4,0.058